(1)
{
  "formula": "C4H12NOSi",
  "method": "the ωB97M-V functional and the def2-TZVPD basis",
  "homo_ev": -2.6,
  "e_lumo_ev": 4.174,
  "spin_multiplicity": 1,
  "e_above_lowest_ev": 3.371,
  "total_charge": -1,
  "orbital_gap_ev": 6.738,
  "elements": ["C", "C", "C", "C", "N", "O", "Si", "H", "H", "H", "H", "H", "H", "H", "H", "H", "H", "H", "H"],
  "coordinates": [[-1.230826, 1.814700, -2.052938], [-0.341053, -1.521410, -0.621594], [-0.521597, 0.557547, 1.977082], [2.066776, -0.429434, 0.828386], [-0.511726, 1.635463, -0.559025], [0.951949, 1.657224, -0.605221], [0.235066, 0.227902, 0.216353], [-0.541735, 2.362484, -2.600804], [-1.281285, 0.982582, -2.662631], [-2.167634, 2.156535, -1.805464], [-0.596004, -2.071947, 0.185606], [-1.203253, -1.301098, -1.328250], [0.460516, -1.895417, -1.124388], [-0.436584, -0.296972, 2.546495], [-0.043014, 1.378390, 2.357603], [-1.459009, 0.873178, 1.946209], [2.690917, -0.030262, 0.103191], [2.270257, -0.052624, 1.747338], [2.110522, -1.443136, 0.819117]],
  "atomic_forces_ev_per_a": [[3.3, -1.2, 4.2], [-2.0, 5.2, -1.5], [2.4, -1.7, -2.9], [-3.2, 1.4, -1.9], [-3.1, 0.9, -2.9], [0.2, -1.1, 0.0], [1.6, 0.0, 0.3], [0.9, 2.3, -0.7], [-0.4, -2.7, -0.8], [-2.0, 1.3, 0.1], [-1.0, -2.1, 2.5], [0.9, -0.6, 0.9], [2.2, -1.2, -1.5], [0.4, -1.8, 1.7], [1.9, 1.9, 1.2], [-4.6, 1.0, -0.4], [1.5, 0.7, -1.3], [0.8, 1.2, 2.9], [0.2, -3.3, 0.1]]
}

---

(2)
{
  "formula": "C4H12NP2",
  "method": "the ωB97M-V functional and the def2-TZVPD basis",
  "homo_ev": [-12.6, -12.6],
  "e_lumo_ev": [-5.734, -5.734],
  "spin_multiplicity": 1,
  "e_above_lowest_ev": 3.319,
  "total_charge": 1,
  "orbital_gap_ev": [6.854, 6.855],
  "elements": ["C", "C", "C", "C", "N", "P", "P", "H", "H", "H", "H", "H", "H", "H", "H", "H", "H", "H", "H"],
  "coordinates": [[-1.918979, -0.017726, 0.785360], [-1.754653, 0.512630, -0.634707], [-1.985853, -1.014877, -0.390793], [2.003218, 0.868749, 0.764393], [-0.871106, -1.813255, -0.660138], [1.245586, -0.387051, -0.094491], [2.651020, 2.489274, 0.274062], [-1.051933, -0.119648, 1.464684], [-2.949991, 0.040334, 1.357029], [-2.480350, 1.236772, -0.976470], [-0.777324, 0.779281, -0.830554], [-3.038613, -1.338626, -0.687119], [1.918584, 0.710142, 1.834118], [-0.796144, -2.733616, -0.276944], [-0.693252, -1.908788, -1.649693], [1.862168, -1.520774, 0.592218], [1.808257, -0.654493, -1.304395], [3.380934, 2.211491, -0.878290], [3.448432, 2.660182, 1.311731]],
  "atomic_forces_ev_per_a": [[-2.0, -1.3, 0.7], [-1.9, -1.4, 2.0], [-2.5, 2.7, 0.1], [1.4, 0.8, -1.0], [1.8, 0.0, -1.0], [0.8, -1.8, 2.0], [-3.1, -0.8, -1.1], [-0.6, 0.2, -0.5], [2.4, 0.3, -1.3], [-0.2, -0.5, -0.3], [1.8, 0.6, -0.7], [1.6, 0.1, 0.5], [-0.1, 0.1, 0.1], [-0.4, -0.4, 0.7], [-0.2, 0.0, -0.3], [-1.1, 0.9, -0.2], [0.3, 0.5, -1.1], [0.5, -0.3, 0.1], [1.7, 0.2, 1.5]]
}

---

(3)
{
  "formula": "C4H12NP2",
  "method": "the ωB97M-V functional and the def2-TZVPD basis",
  "homo_ev": [-12.0, -13.9],
  "e_lumo_ev": [-3.807, -5.864],
  "spin_multiplicity": 3,
  "e_above_lowest_ev": 0.076,
  "total_charge": 1,
  "orbital_gap_ev": [8.213, 8.060],
  "elements": ["C", "C", "C", "C", "N", "P", "P", "H", "H", "H", "H", "H", "H", "H", "H", "H", "H", "H", "H"],
  "coordinates": [[-0.417566, 2.525885, 1.129139], [-2.725084, -0.010400, -0.436438], [1.931123, -1.416091, 0.772207], [0.261223, 0.199843, -0.179054], [0.674291, -1.259792, -0.028393], [-0.201076, 0.866791, 1.380142], [0.699063, 0.943263, -1.752524], [-0.505701, 2.882545, 2.091965], [-0.391153, 3.130831, 0.230505], [-2.803843, 0.886610, 0.134882], [-2.443938, -0.910864, 0.010327], [-3.075779, 0.020199, -1.427916], [2.229632, -2.551071, 0.745421], [2.755322, -0.735988, 0.374176], [1.573141, -1.055027, 1.756800], [0.503642, -1.812009, -0.965050], [0.006522, -1.738629, 0.527503], [1.893942, 0.016227, -1.634136], [0.036240, 0.017676, -2.729556]],
  "atomic_forces_ev_per_a": [[0.5, -1.6, -1.5], [-0.4, 1.0, -0.1], [1.3, -1.1, -0.5], [-0.1, -0.7, 1.0], [-1.0, -0.4, -2.5], [0.3, -0.3, -1.1], [1.1, -1.6, -0.8], [-0.5, 1.9, 1.7], [0.0, 0.0, 0.2], [-0.1, 0.2, 0.4], [0.3, -1.2, 0.6], [-0.3, -0.1, -1.0], [-0.4, 2.3, 0.3], [-1.2, -1.1, 0.5], [0.9, -0.5, -0.3], [1.4, 1.5, 1.8], [-1.3, -0.3, 1.0], [-0.8, 1.3, -0.8], [0.4, 0.6, 1.2]]
}

---

(4)
{
  "formula": "C4H12NPS2",
  "method": "the ωB97M-V functional and the def2-TZVPD basis",
  "homo_ev": -8.7,
  "e_lumo_ev": 0.430,
  "spin_multiplicity": 1,
  "e_above_lowest_ev": 2.323,
  "smiles": "CC[P@@](=S)(NC)SC",
  "total_charge": 0,
  "orbital_gap_ev": 9.147,
  "elements": ["C", "C", "P", "S", "N", "C", "S", "C", "H", "H", "H", "H", "H", "H", "H", "H", "H", "H", "H", "H"],
  "coordinates": [[1.798466, -0.295713, -2.284509], [0.460544, 0.131073, -1.634504], [0.677096, 0.537026, 0.189367], [2.029153, 1.840924, 0.745595], [-0.921623, 0.881138, 0.835936], [-1.212700, 1.618270, 2.126854], [0.784255, -1.705351, 1.051353], [-0.951622, -2.079976, 0.746186], [1.773089, -0.258224, -3.291673], [2.512447, 0.412138, -2.123574], [2.012458, -1.277096, -1.952927], [-0.373221, -0.649361, -1.707783], [0.318373, 1.186684, -2.181125], [-1.300677, 1.410868, 0.029087], [-2.108947, 1.141952, 2.372839], [-0.431588, 1.210335, 2.824356], [-1.083828, 2.693215, 1.948836], [-1.700638, -1.247160, 0.979368], [-1.221507, -2.931415, 1.584353], [-1.059529, -2.619330, -0.258036]],
  "atomic_forces_ev_per_a": [[-2.5, -1.1, 2.6], [-0.2, 2.1, -0.6], [-0.8, -1.4, 1.8], [-0.4, -0.9, -0.5], [1.1, 0.8, -2.5], [3.6, -1.5, -1.4], [-0.1, 2.5, -0.7], [-1.7, -2.7, 1.5], [-0.9, -0.4, -3.6], [2.3, 1.7, 1.4], [0.9, -0.9, 0.3], [1.0, 1.4, -0.2], [-0.8, -2.2, 1.3], [-0.3, -0.4, 0.7], [-1.8, 0.5, 0.9], [-0.7, 0.8, -0.3], [-0.6, -0.3, 0.6], [1.4, -1.1, -0.8], [0.7, 1.9, -2.1], [-0.2, 1.1, 1.3]]
}

---

(5)
{
  "formula": "C4H12NS",
  "method": "the ωB97M-V functional and the def2-TZVPD basis",
  "homo_ev": -12.4,
  "e_lumo_ev": -3.706,
  "spin_multiplicity": 1,
  "e_above_lowest_ev": 1.865,
  "smiles": "C[C@@H]([NH3+])CCS",
  "total_charge": 1,
  "orbital_gap_ev": 8.679,
  "elements": ["C", "C", "N", "C", "C", "S", "H", "H", "H", "H", "H", "H", "H", "H", "H", "H", "H", "H"],
  "coordinates": [[-0.945997, 0.608100, -1.967809], [-0.284662, 0.620593, -0.561901], [-1.060211, 1.152045, 0.679398], [0.288968, -0.700598, -0.182376], [1.190497, -0.757966, 1.210784], [2.134204, -2.088590, 0.926893], [-2.016523, 0.235477, -1.828539], [-0.984926, 1.516187, -2.403049], [-0.172542, 0.099779, -2.584937], [0.623253, 1.367587, -0.582019], [-1.856690, 0.642689, 1.007579], [-0.367260, 1.029744, 1.483243], [-1.268121, 2.154096, 0.628204], [1.024344, -0.883571, -0.931015], [-0.366816, -1.562442, -0.233172], [1.725169, 0.243726, 1.134790], [0.584755, -0.932508, 2.128321], [1.752558, -2.744346, 2.075604]],
  "atomic_forces_ev_per_a": [[-0.5, -2.6, 2.8], [1.7, 1.9, -0.2], [2.1, 0.5, 0.7], [0.7, -0.2, 2.0], [-3.7, 3.9, -1.9], [2.7, -4.1, 1.0], [1.6, -0.2, -0.9], [-0.4, 3.4, -1.1], [-1.3, -0.6, 0.3], [-1.7, -1.2, 0.0], [-1.0, -0.5, -0.3], [-0.9, 0.4, -1.2], [-0.2, -0.2, -0.1], [0.6, -0.3, -0.7], [-0.5, 0.0, 0.1], [-0.3, -1.1, 0.9], [0.4, 0.8, -0.7], [0.6, 0.2, -0.8]]
}

---

(6)
{
  "formula": "C4H12NS",
  "method": "the ωB97M-V functional and the def2-TZVPD basis",
  "homo_ev": -13.0,
  "e_lumo_ev": -8.122,
  "spin_multiplicity": 1,
  "e_above_lowest_ev": 4.935,
  "total_charge": 1,
  "orbital_gap_ev": 4.901,
  "elements": ["C", "C", "C", "C", "S", "N", "H", "H", "H", "H", "H", "H", "H", "H", "H", "H", "H", "H"],
  "coordinates": [[-2.116070, 1.044461, 1.075824], [-2.445927, 0.124102, -0.048539], [-3.653239, -0.249440, -0.397701], [0.808189, -0.943034, -0.766358], [1.348383, -0.308119, 0.658324], [4.441921, 0.367417, -0.442612], [-1.855212, 2.052682, 0.723783], [-1.298472, 0.751172, 1.731466], [-2.949476, 1.367224, 1.696685], [-1.575118, -0.372870, -0.497666], [-3.800091, -0.891821, -1.257907], [-4.562583, 0.184103, -0.000067], [1.139513, -1.966683, -0.908486], [0.896399, -0.301578, -1.646311], [2.335128, -1.215125, 0.881418], [3.740260, -0.237948, -0.830675], [5.351904, -0.069847, -0.459821], [4.194491, 0.665301, 0.488647]],
  "atomic_forces_ev_per_a": [[0.0, 1.7, 0.0], [0.6, -0.2, 1.2], [-0.6, 0.0, -1.2], [3.3, 0.0, 0.4], [-0.2, 0.7, -0.6], [-0.2, 0.2, -0.1], [0.5, -0.2, -0.5], [0.0, -0.4, 0.1], [-0.4, -0.8, 0.2], [-0.1, 0.1, -0.3], [0.0, -0.2, 0.2], [0.1, 0.0, 0.3], [-0.5, -0.2, -0.3], [-2.0, 0.2, 0.0], [-0.8, -0.6, 0.5], [0.1, -0.2, -0.2], [0.0, -0.1, 0.1], [0.2, 0.1, 0.1]]
}